Record 1
104
Properties=species:S:1:pos:R:3:forces:R:3:lowdin_charge:R:1 method="wB97M-V/def2-TZVPD" homo_lumo_gap_ev=7.70 lumo_ev=-4.3 total_charge=+1 total_energy_ha=-4632.72813
O 0.7946 -1.2773 0.5673 -0.223 -1.470 -1.011 0.129
B 0.4182 -1.8884 -0.6452 0.013 0.104 -0.480 -0.569
O 1.3211 -2.3660 -1.6018 -1.301 -0.023 1.402 0.147
C -1.1813 -2.0538 -0.9612 -0.564 -0.739 0.299 -0.018
C -1.7997 -3.2137 -0.0970 -1.527 0.046 1.202 -0.100
C -2.9069 -2.8422 0.8599 1.085 -3.006 -0.378 0.066
C -3.5024 -3.9087 1.6220 0.926 1.747 -1.031 -0.004
N -3.0692 -5.2169 1.5245 0.861 1.018 -1.113 0.111
C -2.0521 -5.6261 0.6740 -0.088 1.090 -0.990 -0.148
C -1.6957 -7.1392 0.7017 0.483 0.701 1.166 -0.076
C -0.1487 -7.2746 1.1321 -0.576 -1.235 0.782 -0.079
C 0.0239 -8.1420 2.4185 -0.168 0.028 0.610 -0.176
F -0.1282 -9.5231 2.3509 0.756 1.759 -0.523 0.046
C 0.3194 -7.6395 3.6414 0.042 -0.199 -0.785 -0.242
F -0.0021 -6.3415 3.9154 1.188 -1.452 0.035 0.093
F 0.9581 -8.3125 4.6152 -1.533 1.254 -0.946 0.147
C -1.4029 -4.6250 -0.1756 -1.438 0.653 1.327 0.070
H 1.1208 -1.9864 1.1515 0.281 0.698 -0.062 0.118
H 0.8040 -2.9030 -2.2264 0.534 0.432 -0.075 0.106
H -1.7004 -1.0752 -0.7476 0.387 -1.101 0.023 0.121
H -1.3942 -2.2949 -2.0381 0.299 0.132 0.858 0.128
H -3.2767 -1.7972 0.9774 0.451 -0.981 -0.192 0.124
H -4.3328 -3.6642 2.3194 0.754 -0.593 -0.547 0.147
H -3.5383 -5.9259 2.0916 0.240 0.284 -0.244 0.173
H -1.9334 -7.6835 -0.2446 0.216 0.714 0.710 0.136
H -2.2701 -7.6145 1.5504 0.326 0.457 -1.113 0.126
H 0.4150 -7.8074 0.3246 -0.312 0.648 0.686 0.134
H 0.3051 -6.2761 1.3650 -0.383 -0.983 -0.401 0.121
H -0.6012 -4.9317 -0.8927 -0.865 0.166 0.844 0.142
O -2.9678 1.0371 0.9464 -0.382 -0.038 0.196 -0.308
S -2.5801 2.1727 1.7430 0.792 0.845 -0.185 0.582
O -3.4229 2.7094 2.7692 -0.238 -0.491 -0.273 -0.273
O -2.1366 3.3577 0.7645 0.257 -0.723 0.507 -0.254
C -3.0561 3.7849 -0.2544 -0.821 0.446 -0.606 -0.245
C -4.1585 4.6543 0.3131 -0.161 -0.017 0.338 -0.065
C -0.9977 1.8401 2.4396 0.214 0.046 -0.117 -0.118
H -3.4675 2.9238 -0.7870 0.101 -0.077 0.159 0.113
H -2.4771 4.3634 -0.9751 0.270 -0.151 0.228 0.127
H -4.8136 4.0783 0.9700 -0.012 -0.017 -0.101 0.072
H -4.7690 5.0730 -0.4879 0.085 -0.058 -0.026 0.083
H -3.7411 5.4701 0.9074 0.058 0.024 -0.153 0.070
H -0.3488 1.4721 1.6468 0.004 0.027 0.058 0.067
H -1.1186 1.0811 3.2114 -0.130 0.047 -0.052 0.077
H -0.6041 2.7563 2.8754 -0.057 -0.028 -0.033 0.081
O -7.3499 1.9044 -4.0421 0.127 0.043 0.434 -0.278
S -7.1481 3.2521 -3.5947 -0.441 0.687 -0.433 0.585
O -6.3288 3.5505 -2.4556 -0.008 -0.398 -0.059 -0.289
O -8.5759 3.9604 -3.4072 0.570 -0.084 -0.375 -0.261
C -9.5494 3.3230 -2.5710 -0.523 -0.325 0.723 -0.259
C -9.2461 3.5281 -1.0987 0.302 -0.042 0.101 -0.074
C -6.5966 4.2322 -4.9564 -0.084 0.087 -0.043 -0.120
H -9.6284 2.2605 -2.8144 0.162 0.069 -0.119 0.115
H -10.5110 3.7806 -2.8067 0.216 0.115 -0.263 0.124
H -8.3338 3.0042 -0.8083 -0.058 0.006 -0.014 0.068
H -10.0634 3.1498 -0.4823 -0.036 0.035 -0.097 0.081
H -9.0946 4.5866 -0.8795 -0.100 -0.038 -0.027 0.087
H -7.2429 4.0432 -5.8110 0.005 -0.011 0.075 0.076
H -5.5738 3.9368 -5.1863 -0.052 -0.068 0.103 0.076
H -6.6266 5.2818 -4.6703 -0.010 -0.068 0.031 0.077
O 7.5788 0.3575 -1.3182 -0.354 0.081 -0.235 -0.274
S 7.1950 -0.5717 -2.3402 0.306 -0.634 -0.059 0.592
O 6.7177 -0.1293 -3.6170 -0.011 0.216 0.340 -0.277
O 6.1307 -1.6125 -1.7229 0.465 -0.009 -0.085 -0.266
C 4.9641 -1.0859 -1.0847 -0.724 0.366 0.144 -0.262
C 3.9355 -0.6148 -2.0951 0.120 0.279 -0.266 -0.076
C 8.5098 -1.7219 -2.5966 -0.079 -0.140 0.120 -0.123
H 5.2334 -0.2843 -0.3921 0.166 -0.034 -0.098 0.118
H 4.5389 -1.8970 -0.4904 0.294 -0.128 -0.084 0.117
H 4.2957 0.2563 -2.6448 0.011 -0.041 0.057 0.076
H 3.0055 -0.3383 -1.5969 0.071 -0.069 0.057 0.065
H 3.7280 -1.3961 -2.8280 -0.034 -0.013 0.114 0.083
H 8.8454 -2.0967 -1.6319 -0.002 0.021 -0.059 0.067
H 9.3213 -1.1952 -3.0964 -0.106 0.075 0.030 0.083
H 8.1502 -2.5342 -3.2252 -0.001 0.070 0.013 0.076
O 11.7208 -6.4322 -2.4342 0.053 0.416 -0.005 -0.268
S 11.0844 -5.5597 -1.4931 -0.117 -0.302 0.702 0.584
O 10.9141 -4.1607 -1.7599 0.110 -0.200 -0.234 -0.286
O 11.7867 -5.7338 -0.0605 -0.584 -0.130 -0.376 -0.264
C 13.2089 -5.5706 0.0259 0.920 0.332 0.052 -0.258
C 13.6096 -4.1078 -0.0018 -0.148 0.187 -0.226 -0.074
C 9.5159 -6.2416 -1.0502 -0.035 -0.046 0.136 -0.123
H 13.7088 -6.1325 -0.7668 -0.210 -0.016 -0.045 0.117
H 13.5162 -6.0093 0.9760 -0.343 -0.117 -0.040 0.123
H 13.3984 -3.6604 -0.9744 0.042 -0.034 0.042 0.071
H 14.6773 -3.9988 0.1950 -0.043 -0.087 0.042 0.083
H 13.0497 -3.5400 0.7436 0.078 -0.075 0.036 0.085
H 9.6462 -7.2931 -0.8028 0.040 0.063 -0.014 0.075
H 8.8536 -6.1367 -1.9085 0.132 0.046 -0.032 0.075
H 9.1179 -5.6883 -0.2015 0.060 0.000 -0.044 0.073
O -3.6042 7.9347 2.1231 -0.289 0.156 -0.265 -0.283
S -4.9454 7.9767 2.6320 -0.227 -0.007 0.856 0.577
O -6.0820 8.0410 1.7613 0.417 0.013 -0.170 -0.277
O -5.0543 9.1550 3.7175 0.071 -0.661 -0.104 -0.264
C -4.6507 10.4755 3.3331 0.059 0.877 -0.352 -0.260
C -5.7008 11.1571 2.4763 -0.126 -0.167 -0.246 -0.075
C -5.1728 6.6270 3.7488 0.003 0.033 0.132 -0.114
H -3.6830 10.4491 2.8261 -0.052 -0.201 0.024 0.116
H -4.5168 11.0420 4.2556 -0.025 -0.339 0.114 0.123
H -5.7949 10.6675 1.5056 0.025 0.040 0.043 0.071
H -5.4359 12.2015 2.3032 0.039 -0.038 0.092 0.082
H -6.6797 11.1123 2.9570 0.082 0.062 0.045 0.086
H -4.3354 6.5990 4.4430 -0.032 0.033 -0.052 0.077
H -5.2044 5.7101 3.1611 0.032 0.099 -0.072 0.063
H -6.1134 6.7632 4.2790 0.038 0.035 -0.060 0.077

=====

Record 2
59
Properties=species:S:1:pos:R:3:forces:R:3:lowdin_charge:R:1 method="wB97M-V/def2-TZVPD" homo_lumo_gap_ev=9.55 relative_energy_kcal_mol=0.00 lumo_ev=0.5 smiles="CCCCC[C@H](O)/C=C/[C@H]1[C@H](O)CC(=O)[C@@H]1CCCCCCC(=O)O" total_energy_ha=-1158.71500
C 5.8042 4.6613 -0.5217 -0.103 -0.121 0.194 -0.117
H 6.3781 4.1862 -1.3142 0.087 -0.007 -0.096 0.071
C 4.7136 3.7249 -0.0161 -0.015 0.134 -0.298 -0.276
C 3.7443 3.3402 -1.1326 0.007 -0.241 0.290 -0.225
C 2.6895 2.3207 -0.7033 -0.006 0.314 -0.062 -0.205
C 1.6363 2.9045 0.2373 0.102 -0.512 -0.026 -0.148
H 2.1195 3.3748 1.0979 -0.056 0.100 0.046 0.110
H 1.0621 3.6733 -0.2823 -0.039 0.085 0.043 0.126
C 0.6679 1.8269 0.7506 -0.364 0.633 -0.190 -0.367
C -0.0287 1.1457 -0.3931 0.176 0.036 0.396 -0.042
C 0.0211 -0.1518 -0.6458 -0.082 0.078 -0.208 -0.049
C -0.6601 -0.8217 -1.7894 0.134 -0.332 0.056 -0.219
C -1.7374 -1.8180 -1.3310 -0.311 0.329 0.155 -0.197
C -1.8056 -2.8550 -2.4351 0.261 0.114 0.009 -0.338
O -2.6674 -3.6808 -2.5806 -0.147 -0.135 -0.050 0.110
C -0.6075 -2.6758 -3.3400 0.436 -0.006 -0.103 -0.028
H -0.1346 -3.6264 -3.5800 -0.065 -0.042 -0.037 0.132
C 0.3101 -1.6939 -2.6179 -0.444 -0.060 0.142 -0.345
O 1.0634 -0.9555 -3.5499 0.188 0.102 -0.213 -0.008
H 1.6248 -0.3383 -3.0691 0.006 0.008 0.027 0.087
H 0.9784 -2.2383 -1.9334 -0.105 0.045 -0.015 0.162
H -0.9408 -2.2251 -4.2780 -0.054 0.038 -0.039 0.143
C -3.0832 -1.1541 -1.0260 -0.004 -0.300 0.073 -0.138
C -4.0747 -2.0584 -0.2907 0.051 -0.056 0.023 -0.191
H -5.0221 -1.5204 -0.2001 -0.069 -0.021 -0.002 0.112
C -3.6215 -2.5048 1.1001 -0.112 0.311 -0.093 -0.198
C -3.4100 -1.3384 2.0629 -0.028 -0.351 0.122 -0.202
C -2.9836 -1.7758 3.4655 0.067 0.168 -0.121 -0.189
H -2.8558 -0.8835 4.0815 -0.054 -0.051 0.068 0.110
H -3.7654 -2.3902 3.9164 -0.012 0.020 0.058 0.113
C -1.6703 -2.5715 3.4748 -0.072 0.119 -0.022 -0.101
C -0.6210 -1.8888 2.6294 -0.105 -0.416 0.147 -0.550
O -0.1303 -2.3722 1.6388 0.143 -0.153 -0.273 0.088
O -0.3003 -0.6853 3.0835 0.064 0.517 0.216 0.110
H 0.3301 -0.2250 2.4743 -0.105 -0.215 0.026 0.087
H -1.2992 -2.6409 4.4986 0.027 -0.054 -0.002 0.123
H -1.8218 -3.5778 3.0859 0.116 0.064 -0.007 0.120
H -4.3392 -0.7681 2.1427 0.020 0.095 -0.056 0.119
H -2.6463 -0.6689 1.6638 0.000 0.143 -0.031 0.099
H -2.7002 -3.0789 1.0098 0.046 -0.135 0.043 0.099
H -4.3833 -3.1712 1.5121 0.029 -0.093 0.037 0.119
H -4.2497 -2.9443 -0.9020 -0.094 0.058 -0.007 0.102
H -3.5384 -0.8425 -1.9700 0.035 0.093 -0.020 0.126
H -2.8947 -0.2515 -0.4408 0.011 0.083 -0.045 0.106
H -1.3671 -2.3296 -0.4354 0.039 -0.065 -0.002 0.140
H -1.1075 -0.0772 -2.4574 0.004 -0.043 -0.073 0.161
H 0.5748 -0.8105 0.0078 0.093 -0.054 0.140 0.109
H -0.5888 1.8206 -1.0269 -0.128 0.045 -0.153 0.127
O 1.3513 0.8661 1.5446 0.186 -0.207 0.167 -0.047
H 1.9562 1.3350 2.1307 -0.014 -0.036 -0.010 0.119
H -0.0962 2.3232 1.3773 0.135 -0.108 -0.134 0.152
H 3.1781 1.4732 -0.2170 -0.001 -0.074 -0.059 0.118
H 2.1804 1.9405 -1.5918 0.024 -0.078 0.030 0.104
H 4.3205 2.9154 -1.9577 0.018 0.068 -0.075 0.112
H 3.2476 4.2384 -1.5070 0.013 0.068 -0.107 0.115
H 5.1731 2.8198 0.3884 -0.045 -0.043 0.080 0.110
H 4.1741 4.2176 0.7952 -0.008 -0.063 0.089 0.098
H 6.4854 4.9266 0.2834 0.114 0.083 0.011 0.067
H 5.3678 5.5758 -0.9174 0.005 0.119 -0.061 0.072